Formula: C4H14N2OS
Source: OMol25
Level of theory: ωB97M-V/def2-TZVPD

SMILES = NCNCCCS.O
Kohn-Sham gap = 9.4 eV
multiplicity = 1
LUMO = 0.027 Eh
ΔE to the lowest compared entry with this formula, charge and spin = 1.252 eV

Bonds (Å) are listed after each position.
Geometry (Å):
1 N -0.301 1.504 1.554  C2 1.462, H8 1.007, H9 1.001
2 C 1.110 1.335 1.898  N1 1.462, N3 1.454, H10 1.081, H11 1.095
3 N 1.853 0.721 0.809  C2 1.454, C4 1.452, H12 1.002
4 C 1.842 -0.728 0.713  N3 1.452, C5 1.576, H13 1.107, H14 1.094
5 C 0.594 -1.360 -0.013  C4 1.576, C6 1.520, H15 1.106, H16 1.088
6 C 0.660 -0.975 -1.481  C5 1.520, S7 1.842, H17 1.101, H18 1.116
7 S -0.911 -0.280 -2.147  C6 1.842, H19 1.371
8 H -1.021 1.386 2.247  N1 1.007
9 H -0.683 2.073 0.824  N1 1.001
10 H 1.582 2.262 2.193  C2 1.081
11 H 1.087 0.643 2.747  C2 1.095
12 H 1.785 1.085 -0.123  N3 1.002
13 H 2.644 -1.072 0.032  C4 1.107
14 H 1.925 -1.188 1.701  C4 1.094
15 H 0.613 -2.429 0.271  C5 1.106
16 H -0.337 -1.077 0.473  C5 1.088
17 H 1.543 -0.387 -1.776  C6 1.101
18 H 1.020 -1.782 -2.162  C6 1.116
19 H -1.482 -1.353 -2.781  S7 1.371
20 O -3.176 0.016 0.643  H21 0.964, H22 0.979
21 H -3.055 -0.790 0.128  O20 0.964
22 H -2.293 0.261 0.986  O20 0.979